Entry 1:
{
  "formula": "C12H17N6O4Se2Te2Tl",
  "method": "ωB97M-V/def2-TZVPD",
  "total_charge": -2,
  "e_tot_ha": -6608.57639,
  "homo_energy_ev": -0.98,
  "lumo_ev": 4.2238,
  "species": ["Tl", "Se", "Te", "Te", "Se", "C", "C", "N", "C", "C", "N", "C", "O", "O", "C", "O", "O", "H", "H", "H", "H", "H", "C", "N", "C", "N", "C", "N", "C", "N", "C", "C", "H", "H", "H", "H", "H", "H", "H", "H", "H", "H", "H", "H"],
  "positions_angstrom": [[1.42, 2.24, -1.04], [5.38, 1.67, -1.31], [4.18, 3.11, 0.34], [3.31, 5.25, -1.13], [0.80, 5.21, -0.80], [-2.47, 2.17, -2.24], [-2.37, 2.02, -0.76], [-1.24, 1.98, -0.09], [-1.60, 1.86, 1.24], [-2.97, 1.81, 1.35], [-3.43, 1.91, 0.07], [-3.98, 1.67, 2.46], [-3.51, 1.52, 3.62], [-5.16, 1.61, 2.09], [-0.54, 1.79, 2.29], [-0.93, 1.65, 3.54], [0.63, 1.88, 1.98], [-1.46, 2.19, -2.65], [-2.96, 3.11, -2.51], [-3.03, 1.35, -2.69], [-4.41, 1.93, -0.14], [-1.96, 1.58, 3.63], [2.55, -1.29, -0.61], [2.57, -2.76, -0.62], [1.62, -3.22, -1.63], [0.25, -2.74, -1.39], [0.29, -1.27, -1.35], [1.21, -0.77, -0.33], [0.77, -1.28, 0.98], [0.75, -2.76, 1.01], [2.10, -3.23, 0.69], [-0.15, -3.21, -0.05], [2.89, -0.91, -1.57], [3.24, -0.92, 0.15], [1.61, -4.31, -1.65], [1.94, -2.86, -2.61], [-0.71, -0.89, -1.14], [0.62, -0.90, -2.32], [-0.23, -0.91, 1.19], [1.44, -0.91, 1.75], [2.09, -4.33, 0.69], [2.79, -2.88, 1.46], [-1.16, -2.85, 0.16], [-0.17, -4.31, -0.06]],
  "nbo_charge": [0.570, -0.816, 0.001, -0.026, -0.808, -0.650, 0.357, -0.466, -0.044, 0.021, -0.504, 0.749, -0.751, -0.738, 0.773, -0.699, -0.611, 0.249, 0.222, 0.208, 0.434, 0.514, -0.086, -0.473, -0.076, -0.479, -0.079, -0.475, -0.077, -0.474, -0.076, -0.077, 0.221, 0.220, 0.178, 0.194, 0.201, 0.200, 0.203, 0.216, 0.177, 0.198, 0.196, 0.179]
}


Entry 2:
{
  "formula": "C4H7NO",
  "method": "ωB97M-V/def2-TZVPD",
  "e_tot_ha": -286.47283,
  "homo_energy_ev": [-7.34, -7.34],
  "lumo_ev": [0.9196, 0.9196],
  "species": ["C", "C", "C", "N", "C", "O", "H", "H", "H", "H", "H", "H", "H"],
  "positions_angstrom": [[1.30, -0.95, -0.95], [0.87, 0.35, -0.31], [-0.38, 1.07, -0.79], [-0.37, 0.35, 0.44], [-1.12, -0.12, 1.35], [-2.41, 0.24, 1.40], [1.82, -1.60, -0.25], [1.97, -0.73, -1.79], [0.42, -1.47, -1.35], [1.66, 0.88, 0.22], [-0.37, 2.15, -0.61], [-2.61, 0.66, 0.55], [-0.79, -0.83, 2.10]],
  "nbo_charge": [-0.626, -0.063, -0.429, -0.321, 0.404, -0.654, 0.202, 0.223, 0.224, 0.187, 0.173, 0.498, 0.182]
}